No. 1
67
Properties=species:S:1:pos:R:3:forces:R:3:mulliken_charge:R:1 method="wB97M-V/def2-TZVPD" total_charge=+1 total_energy_ha=-1861.04420 de_lowest_ev=0.000 multiplicity=1
C 2.175 -5.074 1.774 -0.30 -0.43 0.09 -0.961
N 1.980 -3.654 1.591 0.52 0.56 -0.03 0.279
C 3.006 -2.762 1.740 0.72 -0.55 0.73 0.178
O 4.139 -3.030 2.130 -1.52 0.59 -0.81 -0.682
C 2.449 -1.375 1.389 0.56 -0.18 0.96 -0.003
C 3.083 -0.775 0.140 -0.18 -0.08 -0.47 -0.801
C 4.562 -0.622 0.308 0.62 0.20 0.03 -0.130
C 5.453 -1.541 -0.246 -0.10 -0.30 0.03 0.223
F 4.962 -2.571 -0.984 0.34 0.66 0.45 -0.362
C 6.822 -1.478 -0.009 0.27 -0.26 -0.15 0.295
F 7.650 -2.412 -0.520 -0.61 0.72 0.36 -0.278
C 7.331 -0.445 0.781 0.38 -0.01 0.00 0.652
F 8.652 -0.371 1.024 -1.01 -0.04 -0.19 -0.274
C 6.467 0.511 1.320 0.16 0.30 0.26 0.156
F 6.958 1.512 2.078 -0.36 -0.71 -0.53 -0.278
C 5.100 0.406 1.082 0.03 -0.01 0.17 0.221
F 4.262 1.306 1.668 0.44 -0.53 -0.42 -0.348
N 1.019 -1.638 1.252 -1.07 1.85 -0.77 0.546
C 0.170 -0.629 0.987 1.05 -1.10 0.58 0.370
C -1.199 -0.785 0.808 -1.21 0.09 -0.59 0.657
C -2.098 0.274 0.692 1.05 -0.63 1.22 -0.977
C -3.519 0.086 0.572 -1.26 -0.33 -0.26 0.749
C -4.392 1.205 0.615 0.41 -0.23 0.04 -0.374
C -5.766 1.058 0.477 -0.03 -0.25 0.14 -0.677
C -6.330 -0.226 0.407 0.44 0.23 -0.01 -0.424
C -5.494 -1.350 0.383 0.20 0.06 -0.03 -0.655
C -4.108 -1.203 0.411 0.03 0.57 0.15 -0.433
C 0.676 -3.074 1.291 -0.13 -0.83 -0.08 0.028
C 0.175 -3.591 -0.067 0.18 0.14 -0.18 -1.448
C -0.330 -3.421 2.399 0.21 0.14 0.21 -1.578
H 3.243 -5.276 1.883 -0.23 0.16 -0.02 0.371
H 1.644 -5.429 2.667 0.20 0.04 -0.14 0.310
H 1.787 -5.620 0.906 0.17 0.06 0.15 0.328
H 2.634 -0.697 2.242 -0.12 -0.31 -0.26 0.395
H 2.881 -1.430 -0.718 -0.01 0.25 0.16 0.432
H 2.623 0.204 -0.035 0.12 -0.15 -0.12 0.539
H 0.624 0.367 0.932 -0.13 -0.33 0.17 0.529
H -1.583 -1.806 0.752 0.13 0.68 -0.01 -0.467
H -1.723 1.285 0.850 -0.28 -0.43 0.04 0.397
H -3.956 2.196 0.762 -0.22 -0.35 -0.11 0.429
H -6.400 1.946 0.445 0.15 -0.31 0.13 0.405
H -7.414 -0.345 0.374 0.33 0.02 -0.05 0.395
H -5.924 -2.352 0.339 0.11 0.32 -0.07 0.399
H -3.473 -2.086 0.320 -0.32 0.24 0.09 0.342
H 0.963 -3.471 -0.825 -0.25 -0.07 0.18 0.332
H -0.083 -4.654 0.025 0.08 0.34 -0.09 0.505
H -0.713 -3.045 -0.398 0.17 -0.25 -0.03 0.378
H 0.130 -3.243 3.380 -0.17 -0.06 -0.20 0.402
H -1.236 -2.816 2.325 0.14 -0.23 0.11 0.404
H -0.608 -4.480 2.313 0.09 0.31 0.09 0.447
C -1.831 6.546 -3.931 -0.05 -0.40 0.20 -0.457
C -2.644 5.524 -4.439 0.07 -0.01 0.21 -0.531
C -2.936 4.402 -3.655 0.25 0.25 0.09 -0.396
C -2.411 4.290 -2.361 0.09 -0.18 -0.19 0.607
C -2.823 3.138 -1.464 -0.37 0.18 0.30 -0.849
N -1.907 2.031 -1.187 0.59 -0.23 -0.84 -0.380
C -1.568 5.291 -1.868 -0.05 0.15 -0.37 -0.362
C -1.275 6.415 -2.651 -0.10 -0.19 -0.04 -0.490
H -1.635 7.439 -4.526 -0.01 -0.31 0.17 0.372
H -3.059 5.603 -5.445 0.10 0.01 0.32 0.369
H -3.588 3.609 -4.034 0.18 0.30 0.05 0.328
H -3.041 3.557 -0.476 -0.26 0.27 -0.17 0.170
H -3.747 2.692 -1.850 0.10 0.19 0.14 0.396
H -0.926 2.289 -1.279 -0.25 -0.01 -0.23 0.282
H -2.102 1.206 -1.752 0.27 0.48 -0.16 0.284
H -1.159 5.195 -0.858 -0.11 0.12 -0.27 0.351
H -0.620 7.192 -2.256 -0.23 -0.19 -0.12 0.363


No. 2
71
Properties=species:S:1:pos:R:3:forces:R:3:mulliken_charge:R:1 method="wB97M-V/def2-TZVPD" total_charge=-1 total_energy_ha=-3883.93420 de_lowest_ev=0.833 multiplicity=1
Zn 0.759 -1.116 -0.318 0.34 0.39 -0.14 -0.113
C -2.392 -2.697 2.289 -0.01 0.00 0.00 -1.518
C -1.108 -2.180 1.726 0.08 -0.01 0.06 0.716
N -1.025 -1.747 0.524 -0.04 0.00 0.04 1.058
N -2.092 -1.746 -0.299 0.00 -0.03 -0.03 -0.863
C -1.641 -1.602 -1.558 0.00 -0.01 0.11 0.539
O -0.429 -1.618 -1.895 -0.07 0.00 -0.10 -0.754
C -2.668 -1.410 -2.613 -0.05 -0.01 -0.02 0.600
C -3.949 -1.937 -2.487 0.01 0.01 -0.01 -0.335
C -4.881 -1.735 -3.494 0.00 0.00 0.00 -0.627
C -4.538 -0.989 -4.615 0.00 0.00 0.00 -0.308
C -3.264 -0.447 -4.728 0.00 0.00 0.00 -0.633
C -2.322 -0.659 -3.732 0.01 0.00 0.01 -0.392
C 0.180 -2.176 2.466 -0.05 -0.03 -0.02 0.378
C 0.297 -2.472 3.821 0.04 0.00 0.02 -0.618
C 1.555 -2.440 4.410 -0.05 0.00 -0.04 -0.759
C 2.654 -2.082 3.651 -0.07 0.06 0.03 -0.395
C 2.448 -1.783 2.310 0.23 -0.03 -0.08 0.012
N 1.263 -1.872 1.734 -0.22 -0.12 0.12 -0.144
H -3.194 -1.998 2.054 0.01 0.00 -0.01 0.348
H -2.350 -2.854 3.363 0.01 0.00 0.00 0.386
H -2.653 -3.642 1.806 -0.01 0.00 0.00 0.297
H -4.200 -2.502 -1.599 0.00 0.00 0.00 0.421
H -5.876 -2.154 -3.404 0.00 0.00 0.00 0.360
H -5.268 -0.825 -5.399 0.00 0.00 0.00 0.362
H -3.005 0.152 -5.592 0.00 0.00 0.00 0.384
H -1.333 -0.217 -3.773 -0.01 0.00 -0.01 0.361
H -0.574 -2.714 4.411 -0.01 0.00 -0.01 0.239
H 1.662 -2.675 5.462 0.01 0.00 0.00 0.391
H 3.643 -2.008 4.081 0.01 0.00 -0.02 0.395
H 3.250 -1.449 1.662 -0.03 -0.02 0.00 0.311
N 1.983 2.207 -2.161 -0.06 0.07 0.12 -0.670
C 0.722 2.365 -2.484 0.17 0.05 -0.09 0.555
O -0.134 1.472 -2.661 -0.06 -0.11 0.10 -0.634
C 0.132 3.762 -2.794 -0.02 0.04 0.06 -0.877
I 0.805 5.415 -1.565 0.02 -0.01 -0.03 -0.074
H 2.407 0.380 -1.239 -0.19 -0.32 0.20 0.246
H 2.438 3.116 -2.119 0.03 -0.05 0.00 0.068
H -0.941 3.739 -2.646 -0.01 -0.01 -0.01 0.378
H 0.370 4.074 -3.808 -0.01 -0.03 -0.01 0.404
C 6.118 -1.941 1.858 0.02 0.00 0.00 -1.593
C 5.906 -0.449 1.872 -0.01 0.00 0.02 0.955
C 5.159 0.175 0.881 -0.01 0.00 0.01 -0.225
C 4.973 1.551 0.875 0.00 0.01 0.00 -0.505
C 5.513 2.330 1.888 0.00 -0.02 0.01 -0.084
N 5.372 3.741 1.946 0.02 0.00 0.02 -0.089
C 4.478 4.541 1.248 0.03 0.06 -0.07 0.203
O 4.821 5.637 0.837 -0.03 -0.03 0.00 -0.716
N 3.211 4.054 1.075 -0.03 -0.06 0.07 0.303
C 2.557 3.086 1.868 0.04 0.03 -0.07 0.089
C 2.681 3.058 3.246 0.02 0.02 0.07 -0.318
C 2.028 2.057 3.946 0.04 -0.09 -0.03 -0.863
C 1.261 1.141 3.240 0.16 0.23 -0.01 -0.384
N 1.114 1.186 1.918 -0.22 -0.10 0.13 -0.171
C 1.757 2.133 1.246 -0.05 -0.09 -0.11 -0.054
C 6.251 1.713 2.897 -0.02 0.01 0.00 -0.518
C 6.452 0.343 2.879 0.00 0.00 -0.01 -0.808
H 5.558 -2.403 1.045 0.00 -0.01 0.00 0.317
H 5.798 -2.405 2.794 0.00 0.01 0.00 0.273
H 7.173 -2.189 1.720 0.00 -0.01 -0.01 0.464
H 4.668 -0.399 0.102 0.00 0.02 -0.01 0.467
H 4.391 1.992 0.077 -0.02 0.01 -0.01 0.558
H 6.226 4.249 2.116 0.00 0.00 0.00 0.288
H 2.664 4.520 0.364 0.03 0.04 -0.02 -0.210
H 3.293 3.795 3.750 0.00 -0.01 0.02 0.444
H 2.124 1.980 5.021 -0.03 0.01 0.01 0.432
H 0.770 0.330 3.765 -0.13 -0.03 -0.02 0.489
H 1.671 2.119 0.162 -0.01 0.01 -0.01 0.415
H 6.658 2.316 3.701 0.00 0.00 0.00 0.398
H 7.034 -0.117 3.671 0.00 0.00 0.00 0.363
O 2.405 -0.347 -0.577 0.20 0.17 -0.22 -0.419


No. 3
66
Properties=species:S:1:pos:R:3:forces:R:3:mulliken_charge:R:1 method="wB97M-V/def2-TZVPD" total_charge=+1 total_energy_ha=-1977.98361 multiplicity=1
C 0.022 -1.542 2.993 0.31 -0.94 -0.83 -0.531
C -0.921 -2.112 2.052 0.77 -0.12 0.16 -0.964
C -0.207 -2.578 0.908 -0.19 0.60 0.65 0.151
H -1.995 -2.242 2.194 0.39 0.29 -0.02 0.522
C 1.180 -2.348 1.113 -0.10 0.73 1.60 -0.195
C 1.339 -1.719 2.403 -0.03 -1.23 -0.47 -1.096
H 1.972 -2.667 0.437 -0.20 0.35 0.17 0.605
C -1.212 1.871 1.756 -1.23 0.44 -0.84 -1.399
C -2.041 0.681 1.796 -0.09 0.58 0.01 -0.618
C -2.250 0.257 0.440 0.22 0.02 0.64 -0.966
H -2.426 0.224 2.722 0.15 0.27 -0.78 0.531
C -1.640 1.188 -0.454 0.11 0.28 0.56 0.690
C -1.041 2.196 0.352 0.43 -0.19 0.83 -0.043
H -0.609 -3.125 0.058 -0.07 0.41 0.09 0.354
H 2.288 -1.468 2.875 -0.51 -0.10 -0.25 0.698
H -0.178 -1.126 3.984 0.04 -0.23 -0.32 0.590
H -0.572 3.108 -0.034 0.02 -0.59 0.32 0.455
H -2.836 -0.606 0.113 0.34 0.30 0.29 0.558
H -0.889 2.488 2.606 -0.27 -0.26 -0.39 0.652
Zr 0.210 0.092 1.361 -0.05 -1.57 -2.71 1.376
C -1.816 1.274 -1.976 0.54 -0.37 -0.83 2.008
C -2.238 2.730 -2.343 0.14 -0.03 0.15 -1.761
C -2.920 0.355 -2.488 -0.26 -0.24 0.19 -2.317
H -3.170 3.002 -1.834 0.18 -0.16 0.03 0.428
H -2.427 2.848 -3.419 0.15 -0.26 0.25 0.469
H -1.486 3.473 -2.064 0.00 -0.12 -0.04 0.336
H -3.855 0.565 -1.955 0.07 -0.15 -0.12 0.537
H -2.651 -0.697 -2.344 -0.13 0.04 -0.03 0.366
H -3.106 0.523 -3.561 0.17 -0.04 0.39 0.400
C -0.500 0.951 -2.810 0.51 0.61 -1.03 -1.259
C 0.155 -0.455 -3.000 -0.14 -0.06 1.90 0.515
H 0.281 1.646 -2.434 -0.12 -0.62 -0.16 0.357
H -0.702 1.309 -3.843 -0.07 -0.08 0.54 0.416
O 0.659 -1.110 -2.070 -1.35 2.51 2.37 -0.612
N 0.275 -1.116 -4.162 0.50 0.08 -1.29 -0.232
C 1.092 -2.325 -3.914 -0.13 -0.48 0.55 -1.025
H 0.219 -0.701 -5.105 -0.10 -0.32 1.05 0.267
C 0.284 -3.424 -3.200 -0.36 -0.53 -0.48 0.795
C 0.878 -4.382 -2.355 -0.05 0.18 -0.23 -0.439
H 1.933 -4.278 -2.085 -0.27 -0.08 -0.14 0.413
C 0.146 -5.477 -1.878 -0.11 0.25 -0.14 -0.605
H 0.627 -6.233 -1.254 -0.07 0.29 -0.18 0.387
C -1.204 -5.628 -2.217 0.07 0.37 -0.20 -0.451
H -1.771 -6.495 -1.879 0.17 0.21 -0.04 0.405
C -1.819 -4.656 -3.012 0.26 0.38 -0.02 -0.682
H -2.875 -4.742 -3.290 0.40 -0.03 0.15 0.403
C -1.077 -3.559 -3.488 -0.16 -0.30 0.04 -0.276
H -1.550 -2.794 -4.118 0.10 -0.49 0.23 0.387
H 1.856 -2.037 -3.176 0.21 -0.27 -0.95 0.241
H 1.542 -2.689 -4.820 -0.07 -0.11 -0.59 0.613
O 3.888 1.240 5.554 -1.86 0.07 -1.00 -0.613
S 2.585 1.487 4.953 2.13 0.54 -0.84 1.068
O 1.392 1.273 5.711 -0.13 -0.11 -0.21 -0.573
N 2.417 0.715 3.438 -0.59 -0.10 -0.30 -0.304
C 2.308 1.563 2.443 0.26 -0.77 0.81 0.721
O 1.915 1.216 1.230 0.37 -0.07 0.54 -0.751
C 2.471 2.966 2.785 -1.01 0.46 -0.12 0.409
C 2.141 4.033 1.948 0.40 -0.11 0.43 -0.661
C 2.054 5.292 2.525 0.14 0.21 0.49 -0.634
C 2.240 5.446 3.915 0.11 -0.22 0.12 -0.491
C 2.472 4.343 4.760 0.15 0.01 -0.36 -0.609
C 2.563 3.094 4.158 -0.02 1.09 0.58 0.191
H 1.958 3.850 0.895 0.12 0.11 0.08 0.550
H 1.844 6.167 1.908 0.02 -0.25 0.24 0.408
H 2.191 6.444 4.356 -0.04 -0.31 -0.17 0.395
H 2.591 4.423 5.843 -0.16 0.23 -0.38 0.442